Record 1
Entry from the OMol25 dataset: 2 unconnected molecules or ions with the total composition C32H42Br2FN2O11P at a distorted geometry (ωB97M-V/def2-TZVPD).

The geometry in ORCA input format:
```
! RIJCOSX wB97M-V def2-TZVPD def2/J DEFGRID3
* xyz 0 1
Br -1.443 -8.749 2.062
Br -0.455 -5.776 0.098
P -1.255 6.431 -1.333
F -0.905 1.775 -2.749
O -3.399 -3.095 0.777
O -1.942 6.432 3.767
O 6.181 0.725 0.850
O -0.148 5.470 -1.950
O -0.720 -1.856 0.245
O 5.154 0.785 -1.138
O -2.932 3.872 3.821
O -4.120 1.966 2.046
O 1.644 -0.127 0.574
O -0.434 7.686 -0.769
O -2.795 3.759 -2.036
N -2.341 6.832 -2.365
N -4.879 -1.577 -0.068
C 4.103 -1.362 -1.485
C 0.235 -1.952 1.310
C 1.945 -1.024 2.799
C -3.160 2.313 1.420
C -2.372 1.417 0.528
C -1.996 2.000 -0.690
C 4.198 -2.621 -2.339
C -0.618 -2.279 -2.593
C -3.830 -1.181 2.109
C -2.006 0.108 0.863
C -2.199 -6.286 0.786
C 2.884 -3.058 -2.957
C -3.998 -2.056 0.904
C -2.279 4.302 0.223
C 1.737 -3.311 -1.957
C 5.418 -0.587 -1.463
C -2.568 4.438 2.630
C -2.667 3.722 1.435
C -1.266 1.228 -1.577
C -2.388 3.403 -0.971
C -1.793 5.615 0.180
C 0.949 -0.675 1.685
C 0.404 -3.430 -2.704
C -1.215 -0.620 -0.042
C -2.071 5.734 2.584
C 5.915 1.309 -0.158
C 6.362 2.709 -0.432
C -2.462 -0.472 2.181
C -0.108 -0.847 -2.356
C -1.694 6.317 1.381
C -0.876 -0.075 -1.293
C -2.100 -6.917 2.147
H 2.526 -2.300 -3.655
H 5.571 3.227 -0.968
H 5.897 -0.627 -2.440
H 6.080 -1.047 -0.736
H 2.290 -0.129 3.304
H -2.643 -6.948 0.050
H 3.321 -0.682 -1.810
H -1.300 7.321 1.366
H 0.989 -2.659 0.965
H -1.430 -6.377 2.808
H -0.223 5.486 -2.913
H -2.765 -5.359 0.835
H 6.533 3.210 0.511
H -4.812 -2.154 -0.898
H -1.361 -2.570 -1.866
H -2.576 0.319 2.912
H 7.263 2.713 -1.035
H -3.085 -6.986 2.604
H -3.242 6.528 -2.014
H -0.219 -2.417 2.181
H 1.452 -1.649 3.543
H -5.834 -1.562 0.266
H -1.154 -2.263 -3.541
H 1.975 -4.239 -1.436
H -2.142 3.752 4.358
H 0.607 -3.664 -3.746
H 3.946 -1.683 -0.458
H -0.486 8.361 -1.461
H -1.094 6.884 3.730
H 3.005 -3.969 -3.540
H -3.940 -1.802 2.995
H 1.735 -2.532 -1.199
H -4.618 -0.436 2.144
H -0.256 -0.299 -3.278
H 2.770 -1.610 2.404
H -1.741 -1.167 2.591
H 4.891 -2.417 -3.159
H -0.099 -4.315 -2.319
H 2.585 -0.241 0.726
H 4.647 -3.442 -1.782
H 0.294 0.087 2.104
H 0.951 -0.755 -2.119
*
```

Values from the calculation:
- LUMO energy: -0.6 eV
- Orbital gap: 8.329 eV

For each atom in turn, the Löwdin charge in e is: Br 0.595; Br 0.685; P 0.481; F 0.101; O 0.075; O 0.070; O 0.115; O -0.131; O -0.041; O -0.006; O 0.087; O 0.158; O -0.007; O -0.156; O 0.152; N -0.156; N 0.152; C -0.175; C -0.138; C -0.026; C -0.269; C -0.014; C 0.000; C -0.203; C -0.153; C -0.089; C -0.070; C -0.676; C -0.211; C -0.522; C -0.059; C -0.209; C -0.166; C -0.175; C 0.004; C -0.138; C -0.292; C -0.161; C -0.399; C -0.195; C -0.180; C -0.220; C -0.554; C 0.023; C -0.093; C -0.086; C 0.020; C -0.030; C -0.698; H 0.114; H 0.088; H 0.124; H 0.126; H 0.087; H 0.053; H 0.115; H 0.116; H 0.123; H 0.048; H 0.090; H 0.027; H 0.085; H 0.098; H 0.094; H 0.115; H 0.093; H 0.057; H -0.014; H 0.121; H 0.086; H 0.102; H 0.108; H 0.098; H 0.126; H 0.102; H 0.109; H 0.084; H 0.112; H 0.113; H 0.124; H 0.077; H 0.104; H 0.109; H 0.088; H 0.100; H 0.106; H 0.043; H 0.070; H 0.119; H 0.138; H 0.105



Record 2
Entry from the OMol25 dataset: 3 unconnected molecules or ions with the total composition C32H42Cl2N4O6S2 at a distorted geometry (ωB97M-V/def2-TZVPD).

The geometry in ORCA input format:
```
! RIJCOSX wB97M-V def2-TZVPD def2/J DEFGRID3
* xyz 0 1
Cl 0.484 0.242 5.954
Cl 1.265 -2.615 3.268
S 0.978 -1.811 -4.117
S 4.869 -1.899 0.016
O -1.310 -0.584 -1.699
O -3.746 0.729 -2.185
O 1.537 3.328 -1.530
O -5.527 -0.010 0.856
O 4.008 -2.455 1.097
O 2.196 -2.482 -3.601
N -1.573 -3.163 -0.658
N -0.396 -4.058 1.190
N 3.586 3.153 0.389
N 0.720 -2.703 -0.389
C 4.096 5.226 1.408
C 6.430 -2.795 0.047
C 1.655 1.052 2.153
C -2.501 4.133 -2.620
C 2.972 5.252 2.209
C -4.855 0.816 -1.272
C 0.748 1.686 0.066
C 2.526 3.160 1.182
C 1.626 1.940 1.100
C 4.261 -2.591 -1.508
C -4.684 -0.311 -0.239
C -0.211 -0.589 4.482
C -5.733 -1.138 1.707
C -0.965 -1.588 1.192
C 0.620 2.670 -1.085
C -0.785 2.832 -1.622
C 0.849 -0.060 2.193
C -1.288 0.355 3.952
C -0.070 0.551 0.083
C 1.405 -0.090 -4.427
C 4.380 4.211 0.511
C 0.987 -0.867 3.491
C -0.536 -2.844 0.341
C -0.044 -0.368 1.144
C -3.333 3.038 -2.634
C -1.216 4.037 -2.119
C -1.627 1.729 -1.635
C -1.020 0.434 -1.107
C 2.136 4.136 2.080
C -2.914 1.812 -2.139
C -4.892 -0.984 2.992
C 0.798 -2.270 -5.848
H 0.650 -1.969 -1.087
H 1.869 -0.501 4.017
H -4.011 -0.387 2.732
H 4.197 -3.677 -1.433
H -3.623 -0.353 0.057
H 7.032 -2.501 -0.814
H 6.956 -2.535 0.963
H 0.567 0.408 -4.916
H 2.296 -0.036 -5.053
H 5.276 4.292 -0.102
H -5.483 -2.082 1.201
H 0.581 -4.315 1.286
H -2.366 -3.556 -0.157
H 4.919 -2.309 -2.330
H 1.225 4.056 2.667
H 1.730 -2.076 -6.381
H -5.472 -0.394 3.712
H -4.325 3.156 -3.068
H -0.623 -1.530 4.849
H -0.830 -4.830 0.699
H -1.826 -0.057 3.092
H 4.803 6.053 1.482
H -0.580 4.919 -2.130
H -1.966 -1.282 0.856
H -4.948 1.795 -0.791
H -6.811 -1.180 1.915
H -2.868 5.079 -3.012
H 6.239 -3.868 0.026
H -0.898 1.336 3.661
H 2.752 6.069 2.887
H -1.085 -1.922 2.227
H -0.017 -1.699 -6.291
H -2.026 0.521 4.746
H 0.566 -3.332 -5.895
H -4.958 -1.260 -0.722
H -4.620 -1.953 3.422
H 1.462 -2.517 0.283
H -1.143 -3.885 -1.230
H 3.271 -2.184 -1.684
H 2.337 1.257 2.977
H 1.603 0.390 -3.469
H -5.758 0.611 -1.862
*
```

Values from the calculation:
- LUMO energy: -0.5 eV
- Orbital gap: 8.068 eV
- Energy relative to the best compared isomer or geometry (same formula, charge and spin): 0.0 kcal/mol

For each atom in turn, the Löwdin charge in e is: Cl 0.588; Cl 0.730; S 0.811; S 0.802; O 0.109; O -0.043; O 0.127; O -0.152; O -0.580; O -0.552; N 0.067; N 0.033; N 0.140; N 0.110; C -0.085; C -0.274; C 0.036; C -0.058; C -0.051; C -0.124; C -0.021; C -0.260; C -0.087; C -0.287; C -0.182; C -0.670; C -0.254; C -0.067; C -0.244; C -0.090; C -0.183; C -0.136; C -0.009; C -0.252; C -0.122; C -0.631; C -0.625; C -0.095; C 0.003; C -0.014; C -0.006; C -0.231; C -0.008; C -0.228; C -0.058; C -0.265; H 0.050; H 0.060; H 0.053; H 0.070; H 0.109; H 0.050; H 0.046; H 0.058; H 0.059; H 0.111; H 0.110; H 0.039; H 0.074; H 0.060; H 0.121; H 0.057; H 0.075; H 0.131; H 0.086; H 0.058; H 0.051; H 0.103; H 0.125; H 0.092; H 0.134; H 0.117; H 0.113; H 0.056; H 0.085; H 0.108; H 0.082; H 0.054; H 0.080; H 0.050; H 0.133; H 0.077; H 0.051; H 0.079; H 0.005; H 0.141; H 0.044; H 0.132



Record 3
Entry from the OMol25 dataset: a molecular structure, C32H42CrN6P2S3 (ωB97M-V/def2-TZVPD).

The geometry in ORCA input format:
```
! RIJCOSX wB97M-V def2-TZVPD def2/J DEFGRID3
* xyz 1 4
Cr 0.517 -0.729 -0.865
S -1.689 -1.332 -1.347
S 0.976 -5.027 1.307
S 0.946 -0.599 -3.133
P -0.265 -0.651 1.522
P -0.361 1.614 -0.928
N -2.256 2.793 0.611
N -1.155 -5.457 -0.185
N 2.628 -0.704 -0.530
N 0.151 -3.788 -0.957
N 1.080 -2.776 -0.785
N -2.174 0.891 2.651
C 1.553 0.868 2.956
C 2.900 -4.385 -1.228
C 0.655 3.188 -0.999
C -1.380 0.814 1.613
C 4.578 -2.081 -0.424
C -3.070 2.902 1.688
C -0.033 -4.749 0.022
C 0.161 -0.709 4.309
C -0.730 -0.890 -5.267
C -0.621 -0.941 -3.877
C 5.366 -0.973 -0.151
C -1.941 -1.139 -5.891
C 1.963 -1.593 2.826
C 2.325 -3.067 -0.853
C -3.029 1.939 2.721
C -0.192 4.419 -1.342
C -1.753 -1.250 -3.121
C 1.314 3.440 0.358
C 3.218 -1.914 -0.606
C -3.066 -1.439 -5.135
C -1.423 1.785 0.568
C -2.970 -1.491 -3.754
C -4.799 4.085 2.857
C 0.892 -0.508 2.979
C 1.693 3.010 -2.115
C -1.387 -2.007 1.971
C 4.764 0.268 -0.080
C 3.396 0.354 -0.281
C -3.896 2.065 3.833
C -4.758 3.118 3.894
C -1.563 1.882 -2.264
C -3.978 3.984 1.774
H 2.129 -5.023 -1.650
H -2.076 -2.198 1.149
H -0.570 4.385 -2.362
H 2.896 1.308 -0.241
H -1.704 -5.358 -1.023
H 0.874 -0.541 5.119
H 2.363 2.166 -1.962
H 1.847 2.577 0.752
H -2.005 -1.093 -6.970
H -1.030 4.545 -0.659
H 6.431 -1.082 0.002
H 2.251 0.943 3.793
H 5.012 -3.068 -0.486
H 0.148 -0.650 -5.853
H -2.275 1.064 -2.296
H -1.955 -1.730 2.858
H -5.423 3.223 4.740
H 3.312 -4.892 -0.355
H 2.595 -1.590 3.718
H 0.570 3.728 1.103
H -4.015 -1.629 -5.617
H 3.690 -4.236 -1.967
H -3.995 4.706 0.969
H 1.214 2.856 -3.083
H 2.125 1.014 2.040
H 2.028 4.262 0.266
H 1.536 -2.591 2.721
H -0.715 -3.344 -1.281
H -0.803 -2.909 2.159
H -1.350 -6.222 0.438
H -2.093 2.812 -2.072
H 5.332 1.164 0.126
H -3.842 -1.716 -3.152
H 2.605 -1.406 1.963
H -1.038 1.932 -3.218
H -3.848 1.313 4.609
H -0.216 -1.727 4.411
H 2.297 3.918 -2.183
H 0.451 5.299 -1.263
H 0.828 1.678 3.052
H -0.670 -0.017 4.433
H -5.497 4.908 2.932
*
```

Values from the calculation:
- LUMO energy (spin up / spin down): -3.3 / -3.6 eV
- Orbital gap (spin up / spin down): 6.345 / 6.220 eV
- Energy relative to the best compared isomer or geometry (same formula, charge and spin): 0.0 kcal/mol

For each atom in turn, the Löwdin charge in e is: Cr 0.031; S 0.673; S 0.690; S 0.654; P 0.996; P 0.976; N 0.152; N 0.111; N 0.009; N -0.014; N -0.043; N 0.148; C -0.081; C -0.027; C -0.684; C -0.380; C 0.027; C -0.192; C -0.887; C -0.081; C -0.116; C -0.660; C -0.008; C -0.082; C -0.083; C -0.272; C -0.193; C -0.091; C -0.643; C -0.084; C -0.212; C -0.084; C -0.379; C -0.119; C -0.053; C -0.689; C -0.091; C -0.233; C -0.007; C -0.109; C -0.004; C -0.053; C -0.223; C -0.003; H 0.087; H 0.010; H 0.081; H 0.076; H 0.117; H 0.094; H 0.048; H 0.033; H 0.106; H 0.068; H 0.125; H 0.099; H 0.124; H 0.103; H 0.020; H 0.050; H 0.112; H 0.079; H 0.099; H 0.086; H 0.105; H 0.101; H 0.119; H 0.081; H 0.046; H 0.098; H 0.035; H 0.038; H 0.019; H 0.101; H 0.049; H 0.123; H 0.103; H 0.060; H 0.062; H 0.118; H 0.083; H 0.097; H 0.094; H 0.083; H 0.069; H 0.112



Record 4
Entry from the OMol25 dataset: a molecular structure, C32H42InN6O2S3 at a distorted geometry (ωB97M-V/def2-TZVPD).

The geometry in ORCA input format:
```
! RIJCOSX wB97M-V def2-TZVPD def2/J DEFGRID3
* xyz 1 1
In 0.000 0.000 0.000
S -1.882 -0.266 2.728
S 0.113 1.680 -1.772
S -2.935 -0.765 -1.074
O -1.095 -0.759 1.550
O -1.877 0.220 -0.677
N 1.452 0.700 1.369
N 0.899 -1.553 1.090
N -0.540 2.675 -4.096
N 1.825 0.163 -1.079
N 0.999 3.926 -2.772
N -0.514 -1.763 -1.096
C -0.465 3.619 -5.053
C -0.490 -2.976 -0.321
C 1.465 -2.346 3.337
C 0.592 -3.886 1.742
C -1.293 3.389 -6.278
C -4.531 -2.568 4.819
C 1.153 -3.649 2.989
C -2.822 0.635 -4.920
C -3.119 -0.602 -2.861
C 0.328 4.741 -4.924
C -4.528 0.626 1.912
C 0.586 -1.709 -2.089
C -2.669 0.535 -3.536
C 2.886 0.720 0.938
C 2.978 0.851 -0.577
C -3.683 -3.922 3.010
C -3.864 -1.544 -4.966
C 1.042 4.840 -3.752
C -4.531 -0.022 -0.607
C -4.912 -0.384 0.824
C 0.200 2.872 -2.993
C 1.381 0.091 2.684
C -3.067 0.981 2.157
C 0.436 -2.813 0.856
C -3.714 -1.645 -3.582
C 1.974 -1.178 -1.619
C -4.516 -3.773 4.116
C -2.878 -2.859 2.597
C -2.915 -1.633 3.272
C -3.421 -0.404 -5.634
C 1.289 -1.355 2.376
C -3.725 -1.505 4.406
H -5.144 -4.600 4.438
H -1.502 -1.509 -1.641
H -2.466 1.520 -5.442
H 1.804 -2.099 4.336
H -5.042 1.567 1.668
H -5.289 -0.436 -1.281
H 2.431 -1.862 -0.899
H -1.498 -3.147 0.077
H 0.391 5.501 -5.688
H -2.351 3.323 -6.006
H 3.926 0.472 -0.971
H -4.490 1.060 -0.764
H -3.742 -0.577 4.972
H -0.880 1.433 0.664
H -3.051 1.745 2.946
H -4.053 -2.544 -3.075
H -2.187 1.342 -2.988
H -3.656 -4.864 2.468
H 2.637 -1.145 -2.492
H 0.716 -2.684 -2.574
H 1.121 0.970 -2.170
H 0.218 -4.871 1.488
H 2.903 1.909 -0.851
H -3.532 -0.327 -6.713
H -4.989 0.303 2.851
H 1.693 5.685 -3.557
H 0.242 -1.041 -2.890
H -0.991 2.454 -6.761
H -2.227 -2.987 1.733
H 1.145 1.916 1.499
H -4.319 -2.358 -5.525
H -4.571 -1.389 1.076
H -2.640 1.474 1.280
H 3.396 -0.210 1.222
H 3.414 1.545 1.430
H -6.010 -0.441 0.852
H 1.265 -4.456 3.707
H 0.462 0.407 3.189
H 2.233 0.339 3.327
H -1.178 4.200 -7.004
H -5.170 -2.460 5.692
H -0.225 -3.859 -0.915
*
```

Values from the calculation:
- LUMO energy: -2.1 eV
- Orbital gap: 6.853 eV

For each atom in turn, the Löwdin charge in e is: In 0.175; S 1.086; S 0.965; S 1.027; O -0.560; O -0.638; N -0.165; N 0.074; N 0.102; N -0.359; N 0.071; N -0.148; C -0.315; C -0.133; C 0.015; C -0.003; C -0.042; C -0.057; C -0.025; C -0.042; C -0.359; C -0.019; C -0.222; C -0.154; C -0.053; C -0.172; C -0.216; C -0.058; C -0.068; C -0.115; C -0.260; C -0.225; C -0.652; C -0.173; C -0.309; C -0.202; C -0.080; C -0.220; C -0.064; C -0.074; C -0.350; C -0.052; C -0.227; C -0.079; H 0.113; H 0.075; H 0.056; H 0.128; H 0.128; H 0.106; H 0.105; H 0.110; H 0.111; H 0.079; H 0.129; H 0.123; H 0.120; H 0.002; H 0.102; H 0.113; H 0.069; H 0.113; H 0.126; H 0.126; H -0.072; H 0.126; H 0.110; H 0.113; H 0.102; H 0.111; H 0.119; H 0.091; H 0.076; H 0.248; H 0.111; H 0.095; H 0.044; H 0.125; H 0.124; H 0.125; H 0.120; H 0.092; H 0.141; H 0.084; H 0.115; H 0.141



| no. | E_tot (Eh) |
| --- | --- |
| 1 | -7771.0454 |
| 2 | -3631.7119 |
| 3 | -4494.8194 |
| 4 | -3107.7231 |